[1]
98
Properties=species:S:1:pos:R:3:forces:R:3:lowdin_charge:R:1 method="wB97M-V/def2-TZVPD" e_tot_ev=-69480.6987 homo_ev=-8.80 lumo_ev=0.06 orbital_gap_ev=8.86
O -5.2053 3.3732 -4.1573 -0.066 -1.063 -0.529 -0.196
P -5.0508 3.6718 -2.5969 -1.173 1.259 1.238 0.182
O -3.4948 4.0092 -2.4090 0.644 -0.716 -0.885 -0.194
S -6.1397 5.0825 -1.8941 0.059 -0.200 -0.163 0.330
B -5.3021 2.0088 -1.6454 -1.452 -0.072 -0.476 -0.662
O -5.1176 0.7881 -2.2398 0.963 0.420 -1.118 0.237
B -4.0405 0.1980 -1.5928 -0.494 -1.409 -0.123 -0.364
O -4.1187 0.1329 -0.2241 0.885 0.474 0.089 0.231
B -4.5517 1.3279 0.3123 -0.363 -0.356 1.093 -0.329
O -5.5787 2.0037 -0.3193 0.747 0.890 0.489 0.259
H -5.6144 2.4922 -4.2869 0.309 0.583 -0.149 0.092
H -2.9876 3.5059 -3.0807 0.032 0.418 0.460 0.097
H -3.0883 -0.1766 -2.1719 0.022 -0.196 -0.095 0.116
H -3.9916 1.7973 1.2428 -0.193 -0.097 0.243 0.133
C -7.7365 -4.0054 -2.4548 0.100 -0.115 -0.058 -0.061
C -6.6466 -3.1309 -1.8549 -0.382 0.249 -0.126 -0.485
C -7.2331 -2.0042 -1.0200 0.202 -0.013 -0.038 -0.041
O -5.8148 -2.6026 -2.8938 0.213 -0.019 0.050 -0.057
H -8.3759 -3.4150 -3.1169 -0.039 0.045 0.060 0.081
H -7.3009 -4.8086 -3.0490 0.018 -0.020 0.023 0.078
H -8.3616 -4.4463 -1.6775 -0.021 0.015 0.009 0.078
H -5.9905 -3.7414 -1.2338 0.111 0.009 -0.059 0.140
H -7.8570 -1.3538 -1.6406 -0.065 -0.057 -0.013 0.093
H -6.4392 -1.3874 -0.5983 0.009 -0.025 0.047 0.074
H -7.8429 -2.3819 -0.2031 -0.047 0.033 0.022 0.061
H -6.3681 -2.0540 -3.4625 0.010 -0.030 0.067 0.087
C 0.2708 -1.2853 -5.1604 0.038 0.137 0.029 -0.063
C 0.0504 -1.7000 -3.7138 -0.234 -0.191 -0.281 -0.496
C -0.2543 -3.1852 -3.5981 0.008 -0.012 0.140 -0.058
O -1.0074 -0.9349 -3.1347 0.100 0.110 0.058 -0.079
H -0.6296 -1.4746 -5.7512 0.004 -0.082 0.000 0.081
H 0.4879 -0.2192 -5.2238 0.034 0.006 0.019 0.078
H 1.0979 -1.8361 -5.6091 -0.002 -0.019 -0.013 0.080
H 0.9391 -1.4636 -3.1278 -0.035 0.075 0.078 0.136
H -1.1705 -3.4294 -4.1423 0.025 0.011 -0.069 0.082
H -0.4083 -3.4627 -2.5555 0.030 0.010 0.020 0.077
H 0.5582 -3.7891 -4.0033 0.001 -0.008 -0.020 0.080
H -1.8151 -1.1206 -3.6291 0.074 -0.067 0.008 0.072
C -0.3496 -0.5907 0.5403 0.039 0.113 -0.026 -0.052
C -0.5583 -1.0456 1.9748 -0.216 -0.142 -0.279 -0.489
C -0.8776 -2.5310 2.0405 0.014 -0.036 0.140 -0.058
O -1.6113 -0.2920 2.5789 0.054 0.043 0.093 -0.054
H -1.2589 -0.7512 -0.0452 0.020 -0.086 -0.030 0.069
H -0.1209 0.4748 0.5002 0.043 0.004 0.042 0.083
H 0.4653 -1.1398 0.0665 -0.006 -0.006 -0.022 0.080
H 0.3385 -0.8417 2.5611 -0.042 0.058 0.086 0.127
H -1.8002 -2.7450 1.4928 0.032 0.018 -0.077 0.079
H -1.0284 -2.8432 3.0738 0.036 0.005 0.020 0.078
H -0.0730 -3.1284 1.6102 0.004 -0.003 -0.014 0.079
H -2.4111 -0.4607 2.0655 0.039 0.044 0.013 0.072
C 5.0099 0.2147 3.7881 -0.045 -0.025 -0.168 -0.063
C 3.5129 -0.0487 3.8289 0.252 -0.101 0.390 -0.503
C 2.9290 0.2485 5.2018 -0.157 -0.010 -0.046 -0.063
O 3.2371 -1.4016 3.4612 -0.120 0.020 -0.157 -0.062
H 5.5315 -0.4297 4.5010 -0.025 0.040 0.074 0.084
H 5.4156 -0.0021 2.8013 0.013 0.026 -0.020 0.064
H 5.2372 1.2524 4.0348 0.019 0.003 0.023 0.083
H 3.0130 0.5685 3.0810 -0.053 -0.080 -0.071 0.135
H 3.3879 -0.3960 5.9566 0.075 0.034 -0.001 0.080
H 1.8562 0.0552 5.2124 -0.015 0.026 -0.025 0.076
H 3.0980 1.2871 5.4881 0.018 0.006 0.013 0.079
H 3.6668 -1.9767 4.1051 -0.017 0.055 -0.038 0.085
C 9.4550 1.4651 0.1176 0.103 -0.012 0.114 -0.068
C 8.6327 0.3708 0.7798 -0.176 0.229 -0.367 -0.498
C 7.8136 -0.4059 -0.2405 -0.043 -0.119 0.098 -0.065
O 7.7751 0.9303 1.7745 0.039 -0.097 0.111 -0.062
H 8.8044 2.1883 -0.3799 -0.021 -0.026 -0.042 0.080
H 10.0330 2.0140 0.8593 0.015 0.009 0.008 0.074
H 10.1408 1.0501 -0.6233 -0.013 -0.008 -0.018 0.080
H 9.2943 -0.3140 1.3116 -0.033 0.009 0.109 0.136
H 7.1118 0.2603 -0.7498 0.054 0.043 -0.042 0.081
H 7.2296 -1.1851 0.2497 0.021 -0.021 0.015 0.077
H 8.4531 -0.8706 -0.9920 0.004 0.011 -0.020 0.078
H 7.1766 1.5455 1.3340 0.067 -0.012 0.027 0.088
C -10.9706 -3.0748 1.8554 0.065 -0.058 -0.121 -0.062
C -9.6687 -2.5482 2.4400 -0.361 0.200 0.105 -0.500
C -9.8552 -2.0606 3.8682 0.143 0.019 0.028 -0.063
O -9.1484 -1.4994 1.6221 0.057 -0.064 0.018 -0.066
H -11.7223 -2.2815 1.8259 -0.013 0.006 0.076 0.082
H -10.8187 -3.4210 0.8329 0.022 -0.026 0.001 0.075
H -11.3661 -3.9008 2.4474 -0.015 0.003 0.016 0.080
H -8.9155 -3.3373 2.4208 0.078 0.039 -0.060 0.137
H -10.5744 -1.2377 3.8977 -0.065 -0.041 -0.016 0.081
H -8.9137 -1.6884 4.2708 0.025 -0.026 0.000 0.080
H -10.2197 -2.8587 4.5156 -0.022 -0.003 0.003 0.080
H -9.7922 -0.7808 1.6178 0.052 -0.036 0.007 0.092
C 12.3772 4.9394 -0.2352 -0.010 -0.146 0.006 -0.062
C 10.9793 5.1866 -0.7815 0.183 0.301 0.232 -0.503
C 10.8097 6.6241 -1.2491 -0.126 -0.021 -0.067 -0.064
O 9.9997 4.8675 0.2057 -0.071 -0.085 -0.068 -0.063
H 12.5660 5.5805 0.6301 0.004 0.068 -0.037 0.081
H 12.4811 3.9054 0.0934 -0.006 -0.022 -0.028 0.075
H 13.1397 5.1442 -0.9874 0.010 0.020 -0.001 0.079
H 10.7892 4.5083 -1.6142 -0.082 -0.060 0.030 0.136
H 10.9528 7.3148 -0.4138 0.078 -0.010 0.009 0.081
H 9.8043 6.7831 -1.6380 -0.006 -0.022 -0.028 0.079
H 11.5289 6.8753 -2.0294 0.019 0.009 0.005 0.079
H 10.1380 5.4513 0.9610 -0.009 -0.036 -0.053 0.089

[2]
118
Properties=species:S:1:pos:R:3:forces:R:3:lowdin_charge:R:1 method="wB97M-V/def2-TZVPD" e_tot_ev=-86632.9317 homo_ev="-9.66 / -9.66" spin_multiplicity=2 lumo_ev="-3.21 / -5.35" orbital_gap_ev="6.45 / 4.31"
Li 2.0220 -4.3737 -1.3197 -0.108 0.483 0.480 0.771
C 1.4739 -0.7848 0.7151 -1.649 -2.595 -2.290 -0.019
C 0.9355 0.4253 1.1252 2.198 0.748 1.190 -0.298
C -0.4793 0.7903 0.6835 -0.261 5.532 1.458 -0.226
O -0.9943 1.9850 0.7882 2.077 -2.311 0.360 0.026
C -1.3270 -0.0961 0.1392 -1.173 -4.076 -2.355 0.060
C -0.9185 -1.4537 -0.2165 1.177 -1.632 0.446 -0.166
C 0.7173 -1.7698 -0.0069 -1.589 -0.320 -0.911 -0.261
O 1.1112 -2.8329 -0.5421 -0.240 1.395 0.687 -0.074
O -1.7162 -2.3479 -0.5653 2.158 2.914 1.070 0.012
O 1.7137 1.1613 1.7919 -2.112 0.601 -0.870 -0.004
H 2.5144 -1.0494 0.8328 0.096 0.469 0.314 0.116
H -2.3533 0.0734 -0.1514 0.116 0.772 -0.190 0.109
O -3.7972 -4.0882 -0.6344 -0.351 -0.161 -0.392 -0.040
H -3.3788 -3.2341 -0.7425 -0.124 0.118 0.137 -0.018
H -3.7380 -4.2674 0.3041 -0.027 -0.146 0.326 0.037
O -1.5148 -3.8994 -2.6399 0.445 -0.280 -0.679 -0.049
H -1.4267 -3.1640 -2.0335 0.021 -0.128 -0.126 -0.035
H -2.4491 -4.1074 -2.6306 -0.298 -0.295 0.173 0.028
O 2.6820 -5.1290 0.3364 0.075 -0.230 -1.437 -0.091
H 2.4944 -4.7715 1.2043 -0.291 0.357 1.227 0.009
H 2.4305 -6.0506 0.3970 0.035 -0.379 0.312 0.060
C 2.6043 -3.4329 3.5740 0.253 -2.266 2.783 -0.765
O 2.1594 -4.5137 3.2400 -0.474 -1.195 -1.444 0.043
N 3.1803 -3.1702 4.7297 1.423 -2.687 3.902 0.163
N 2.5889 -2.3046 3.0142 -1.244 5.218 -6.036 0.191
H 3.5097 -2.2454 4.9672 -0.015 -0.514 0.423 0.064
H 3.3187 -3.9802 5.3171 0.190 0.467 0.258 0.122
H 2.1574 -2.1535 2.1137 0.186 -0.322 0.623 0.068
H 3.1478 -1.5718 3.4272 -0.490 0.294 -0.399 0.078
C 4.6203 0.1887 4.1228 2.898 1.949 -1.773 -0.730
O 3.9366 -0.5429 4.7289 -4.309 -2.239 2.157 0.068
N 5.8874 0.2856 4.4241 6.003 0.242 1.598 0.162
N 4.4063 0.9868 3.0733 -1.641 0.645 -1.529 0.186
H 6.3946 -0.1209 5.1972 -1.184 -0.558 0.195 0.127
H 6.6045 0.7328 3.8710 -0.710 0.337 -0.293 0.110
H 3.4845 1.0997 2.6763 0.077 -0.178 -0.001 0.060
H 5.2362 1.3170 2.6018 -0.728 0.190 -0.026 0.103
C -1.4606 2.6734 4.5487 -2.843 -0.761 3.874 -0.820
O -1.4196 2.7806 5.7529 -1.294 -0.237 1.730 0.053
N -0.4679 3.0143 3.8688 6.533 1.908 -3.860 0.174
N -2.4113 2.2263 3.7531 -3.246 -1.322 -1.363 0.180
H 0.3547 3.0489 4.4538 0.371 0.180 -0.710 0.138
H -0.4535 2.6674 2.9203 1.098 0.402 0.097 0.072
H -2.1371 2.1376 2.7851 -0.780 -0.261 0.338 0.049
H -3.3416 1.9684 4.0500 0.337 0.003 0.001 0.125
C -4.8600 2.6937 0.4370 -4.967 -2.374 -0.165 -0.697
O -6.1254 2.6037 0.3681 2.932 1.036 -0.436 -0.003
N -4.2023 3.3229 1.3559 1.073 2.521 2.495 0.189
N -4.0485 1.8757 -0.2398 0.936 -1.481 -1.599 0.141
H -3.2088 3.1615 1.4401 -0.375 0.728 0.215 0.079
H -4.7199 3.9442 1.9611 0.432 -0.173 0.120 0.136
H -3.0946 1.7579 0.0704 -0.143 0.466 -0.591 0.050
H -4.4070 1.4453 -1.0803 0.077 -0.277 -0.241 0.080
C -1.1642 -5.5189 1.2950 -0.577 0.524 1.285 -0.798
O -1.4291 -6.3812 2.0681 -0.140 -3.056 1.484 0.074
N -0.8127 -5.6338 0.0445 1.213 -0.756 -2.845 0.190
N -1.2572 -4.2562 1.6880 -0.123 3.098 0.870 0.176
H -0.5742 -6.5571 -0.2883 -0.285 0.432 -0.340 0.128
H -0.6031 -4.7635 -0.4233 0.031 -0.680 -0.672 0.063
H -1.3088 -4.1222 2.6877 -0.259 0.251 -0.360 0.125
H -1.3347 -3.5163 1.0048 0.055 -0.159 0.688 0.048
C 4.8107 -0.3535 -1.7105 0.661 -1.693 0.297 -0.855
O 5.0315 -1.5010 -1.5284 1.001 -4.667 0.489 0.064
N 3.7670 0.2128 -1.2320 -3.446 3.400 0.634 0.190
N 5.6461 0.4148 -2.3442 3.020 2.619 -2.523 0.178
H 3.0361 -0.2754 -0.7344 0.342 0.396 -0.414 0.071
H 3.7460 1.1700 -1.5537 -1.321 0.159 1.009 0.099
H 6.4582 -0.0277 -2.7504 -0.246 0.097 0.127 0.125
H 5.4726 1.3739 -2.6088 0.036 -0.232 0.145 0.112
C 3.5935 3.9115 0.2045 6.478 0.301 -0.735 -0.869
O 4.2396 4.8651 -0.1649 0.816 1.498 -0.582 0.055
N 2.3812 3.8403 0.3319 -10.046 2.785 0.276 0.198
N 4.0910 2.7485 0.5059 3.823 -4.218 0.903 0.163
H 2.0569 4.7939 0.2575 -1.463 -0.304 0.086 0.143
H 1.8270 3.0534 0.6382 0.094 0.401 0.181 0.101
H 3.5270 2.1320 1.0733 0.456 -0.037 -0.258 0.054
H 5.0978 2.6750 0.5380 -0.211 -0.156 0.073 0.120
C 1.3436 -1.8519 -4.4639 -2.615 -4.472 4.125 -0.827
O 0.8655 -2.9609 -4.4937 -0.014 -2.376 0.126 0.048
N 1.4491 -1.1200 -5.4594 1.426 4.669 -6.299 0.190
N 1.5808 -1.2096 -3.3361 1.323 2.349 3.042 0.183
H 1.2953 -1.5010 -6.3821 0.184 0.370 0.191 0.145
H 1.8595 -0.2188 -5.2607 -0.168 -0.018 -1.319 0.120
H 1.4713 -1.5482 -2.3909 0.078 -0.369 -0.668 0.070
H 1.9929 -0.2959 -3.4601 -0.003 -0.173 0.859 0.089
C -4.2779 -0.7800 2.5520 -1.516 -2.881 0.857 -0.744
O -4.6436 -1.3756 3.5734 -0.300 1.350 -0.013 0.040
N -3.0603 -1.0078 2.1361 4.678 -0.728 0.573 0.186
N -5.0369 -0.2851 1.6124 -2.522 1.032 0.083 0.209
H -2.5644 -1.4774 2.8802 0.707 0.065 -0.378 0.128
H -2.5912 -0.7075 1.2935 -0.770 -0.288 0.744 0.032
H -5.9952 -0.3501 1.9247 -0.289 0.789 -0.963 0.136
H -4.6552 0.2465 0.8432 -0.752 0.153 0.047 0.068
C 0.7360 3.3711 -2.7107 -0.089 -0.618 0.602 -0.041
C -0.3143 4.3882 -2.1840 -0.074 1.018 -1.790 -0.453
C -0.6422 5.3324 -3.3403 0.218 0.732 -0.791 -0.067
O -1.5405 3.7894 -1.8089 0.087 -0.369 0.247 -0.055
H 1.1388 3.5314 -3.7108 -0.359 0.501 -0.061 0.072
H 0.2284 2.4076 -2.7570 -0.032 -0.208 0.025 0.063
H 1.6189 3.2465 -2.0837 -0.119 0.135 0.325 0.044
H 0.0258 5.0435 -1.3821 0.441 -0.353 0.270 0.129
H -1.2168 4.8944 -4.1564 0.019 -0.613 0.158 0.082
H 0.2877 5.6678 -3.7996 0.161 -0.015 0.036 0.077
H -1.1783 6.2588 -3.1341 -0.121 -0.158 0.741 0.078
H -1.3991 3.3696 -0.9572 -0.148 -0.144 0.228 0.043
C -2.9186 1.2537 -3.6046 2.119 -0.463 -0.987 -0.084
C -4.0684 0.3322 -3.7572 -0.633 0.909 1.852 -0.411
C -3.8249 -1.0680 -3.1650 -0.665 0.023 -0.563 -0.027
O -5.0082 1.0947 -2.9314 -1.538 -1.635 0.654 -0.095
H -3.2209 2.2782 -3.8220 0.529 -0.016 -0.530 0.091
H -2.0818 0.8724 -4.1898 0.279 0.605 -0.499 0.088
H -2.5057 1.2878 -2.5964 -0.415 -0.209 0.295 0.057
H -4.5211 0.2647 -4.7465 0.409 -0.019 -0.180 0.141
H -3.3215 -1.0533 -2.1983 -0.233 0.205 0.127 0.053
H -3.2413 -1.7342 -3.8003 0.419 0.471 -0.339 0.083
H -4.7640 -1.6193 -3.1174 -0.201 0.221 0.500 0.091
H -4.8339 2.0378 -2.9720 0.035 -0.052 -0.417 0.073